Version A
This record from the Open Molecules 2025 dataset describes a 2-piece molecular cluster, C5H12NO2 overall. The level of theory is ωB97M-V with the def2-TZVPD basis set.

Structure (XYZ):
```
20
C5H12NO2 (ωB97M-V with the def2-TZVPD basis set)
C 0.728 -1.423 1.213
O 0.531 -0.191 0.685
C 0.293 -2.537 0.250
N 0.727 -3.867 0.707
H 1.802 -1.633 1.452
H 0.183 -1.584 2.167
H -0.796 -2.543 0.174
H 0.683 -2.256 -0.735
H 0.270 -4.599 0.179
H 1.726 -3.960 0.583
C 0.238 2.803 -0.385
O 0.588 2.352 0.892
C -0.930 2.056 -0.961
C -2.000 2.653 -1.465
H 1.110 2.727 -1.060
H -0.015 3.870 -0.323
H 0.609 1.330 0.857
H -0.855 0.977 -0.887
H -2.833 2.088 -1.864
H -2.060 3.737 -1.480
```

Total charge: -1
LUMO level: 3.97 eV
Orbital gap: 0.26798 hartree

Version B
This record from the Open Molecules 2025 dataset describes an isolated ion of composition C5H12NO2 and charge -1. The level of theory is ωB97M-V with the def2-TZVPD basis set.

Structure (XYZ):
```
20
C5H12NO2 (ωB97M-V with the def2-TZVPD basis set)
C -0.266 2.563 -0.595
N 0.537 1.405 -0.972
C 0.068 0.311 -0.064
C 0.510 0.528 1.514
O 1.718 0.970 1.650
C 0.434 -1.199 -0.456
C -0.662 -2.177 -0.099
O -0.330 -3.579 0.112
H 0.070 3.523 -0.297
H -0.915 2.824 -1.514
H -0.989 2.378 0.213
H 1.554 1.554 -0.971
H -1.118 0.337 -0.244
H -0.237 1.398 1.844
H 0.393 -0.347 2.102
H 0.609 -1.051 -1.590
H 1.374 -1.246 0.086
H -1.146 -1.971 0.802
H -1.624 -2.287 -0.766
H 0.023 -3.935 -0.752
```

Total charge: -1
LUMO level: 3.49 eV
Orbital gap: 0.21370 hartree
SMILES string: CN[C@H](C[O-])CCO

Stability check: which of them is least stable? version B.

Version A
This record from the Open Molecules 2025 dataset describes a 2-piece molecular cluster, C2H5N3O3 overall. The level of theory is ωB97M-V with the def2-TZVPD basis set.

Structure (XYZ):
```
13
C2H5N3O3 (ωB97M-V with the def2-TZVPD basis set)
N 0.712 -0.113 0.874
C -0.319 0.686 0.416
N -0.041 2.028 0.291
N -1.438 0.135 0.139
O -2.384 1.018 -0.460
H 1.311 0.338 1.549
H 0.395 -1.022 1.182
H 0.926 2.280 0.151
H -0.706 2.528 -0.277
H -3.170 0.462 -0.533
O 1.881 -2.490 -2.172
C 1.563 -2.777 -1.113
O 1.269 -3.073 -0.047
```

Total charge: 0
LUMO level: 0.62 eV
Orbital gap: 0.32986 hartree
SMILES string: NC(N)=NO.O=C=O

Version B
This record from the Open Molecules 2025 dataset describes a single C2H5N3O3 molecule. The level of theory is ωB97M-V with the def2-TZVPD basis set.

Structure (XYZ):
```
13
C2H5N3O3 (ωB97M-V with the def2-TZVPD basis set)
C 0.356 1.042 0.522
N 0.627 -0.251 -0.177
N -0.206 -0.718 -1.025
N 0.227 -1.161 -2.105
O 1.388 -1.255 -2.506
O -0.736 -1.782 -2.986
C -1.950 -2.175 -2.603
O -2.634 -2.918 -3.254
H 1.238 1.335 1.047
H -0.088 1.817 -0.112
H -0.295 0.969 1.366
H 1.571 -0.338 -0.582
H -2.077 -1.646 -1.575
```

Total charge: 0
LUMO level: 0.43 eV
Orbital gap: 0.35748 hartree
SMILES string: CN/N=[N+](\[O-])OC=O

Stability check: which of them is least stable? version B.